(1)
8
Properties=species:S:1:pos:R:3 method="wB97M-V/def2-TZVPD" relative_energy_kj_mol=278.9 e_homo_ev=-9.535 e_tot_ev=-16492.3080 total_charge=0 lumo_energy_ev=0.227 gap_ev=9.76
C 0.671 -0.176 -0.629
C 0.352 0.993 1.632
N 0.714 0.534 0.646
O -0.452 -1.031 -0.583
S -1.992 -0.390 -0.046
H 1.613 -0.945 -0.598
H 0.602 0.615 -1.389
H -1.509 0.399 0.967


(2)
8
Properties=species:S:1:pos:R:3 method="wB97M-V/def2-TZVPD" relative_energy_kj_mol=551.0 e_homo_ev="-9.157 / -9.127" e_tot_ev=-16489.4881 total_charge=0 lumo_energy_ev="-1.348 / -1.406" gap_ev="7.81 / 7.72"
C -0.636 -0.624 1.149
C 0.246 -0.720 -0.120
N 0.625 -0.719 1.224
O -0.778 2.259 -2.011
S -1.622 2.162 -0.823
H 0.174 -1.767 -0.401
H 0.476 0.185 -0.654
H 1.515 -0.776 1.635


(3)
8
Properties=species:S:1:pos:R:3 method="wB97M-V/def2-TZVPD" relative_energy_kj_mol=506.6 e_homo_ev="-8.411 / -8.300" e_tot_ev=-16489.9477 total_charge=0 lumo_energy_ev="-1.003 / -0.979" gap_ev="7.41 / 7.32"
C -0.061 -0.935 0.368
C 1.012 0.132 0.525
N 0.634 -0.589 -0.653
O -2.353 1.199 -0.214
S -2.718 -0.206 0.052
H 0.727 1.175 0.584
H 1.961 -0.127 0.976
H 0.799 -0.650 -1.638


(4)
8
Properties=species:S:1:pos:R:3 method="wB97M-V/def2-TZVPD" relative_energy_kj_mol=423.5 e_homo_ev="-8.948 / -8.152" e_tot_ev=-16490.8086 total_charge=0 lumo_energy_ev="-1.324 / -1.107" gap_ev="7.62 / 7.04"
C 0.363 -0.596 0.492
C -1.260 0.828 -0.410
N -0.132 0.349 -0.259
O -4.101 0.487 0.026
S -2.944 -0.381 0.213
H -0.335 -1.271 0.906
H 1.297 -0.972 0.017
H -1.484 1.914 -0.415


(5)
8
Properties=species:S:1:pos:R:3 method="wB97M-V/def2-TZVPD" relative_energy_kj_mol=28.5 e_homo_ev=-10.083 e_tot_ev=-16494.9033 total_charge=0 lumo_energy_ev=0.630 gap_ev=10.71
O -2.482 -0.636 -2.525
C -2.221 -1.424 -1.725
S -1.931 -2.451 -0.616
C 0.318 -0.182 0.193
N 0.413 0.475 -0.865
H -0.411 -0.020 0.996
H 1.017 -0.994 0.344
H -0.259 1.232 -0.971


(6)
8
Properties=species:S:1:pos:R:3 method="wB97M-V/def2-TZVPD" relative_energy_kj_mol=402.4 e_homo_ev="-8.296 / -7.875" e_tot_ev=-16491.0277 total_charge=0 lumo_energy_ev="0.288 / 0.373" gap_ev="8.58 / 8.25"
C 1.378 0.014 0.938
N 0.510 1.320 1.095
O -0.241 1.440 0.001
C -0.636 0.236 -0.679
S 0.778 -0.979 -0.293
H 2.287 -0.209 1.541
H -1.458 -0.284 -0.305
H -0.581 0.337 -1.852


(7)
8
Properties=species:S:1:pos:R:3 method="wB97M-V/def2-TZVPD" relative_energy_kj_mol=76.6 e_homo_ev=-9.865 e_tot_ev=-16494.4043 total_charge=0 lumo_energy_ev=0.621 gap_ev=10.49
O -2.494 1.192 -0.109
C -2.114 0.205 0.285
S -1.532 -1.124 0.834
C 1.168 0.209 -0.426
N 1.597 -0.385 0.566
H 0.625 -0.022 -1.396
H 1.612 1.197 -0.582
H 1.136 -1.272 0.828


(8)
9
Properties=species:S:1:pos:R:3 method="wB97M-V/def2-TZVPD" relative_energy_kj_mol=167.3 e_homo_ev=-8.941 e_tot_ev=-27329.0431 total_charge=0 lumo_energy_ev=0.638 gap_ev=9.58
S -1.754 -1.090 -0.535
C -0.055 -0.448 -0.746
O 0.486 -0.402 0.512
C 0.682 0.858 0.919
N 0.534 1.849 0.167
S 0.201 1.304 -1.451
H -1.615 -1.581 0.675
H 0.455 -1.235 -1.473
H 1.067 0.745 1.931